[1]
C29H35N8O2Ta | wB97M-V/def2-TZVPD

Each line ends with the Löwdin charge.
Atoms and positions in Å:
Ta 0.740 -0.409 0.067  1.951
C 2.468 0.027 -2.848  -0.034
N 1.192 -0.577 -2.309  -0.290
C 1.223 -1.992 -2.720  -0.214
C 2.338 -2.755 -2.018  -0.171
C 1.846 -3.492 -0.817  -0.191
N 1.236 -2.658 0.271  -0.059
C 0.832 -3.437 1.215  -0.080
C 0.251 -3.102 2.461  -0.157
C -0.240 -4.079 3.350  -0.019
C -0.821 -3.774 4.571  -0.032
C -0.937 -2.414 4.900  -0.017
C -0.494 -1.410 4.029  0.009
C 0.127 -1.747 2.832  -0.235
O 0.546 -0.756 1.940  -0.262
C 0.072 0.012 -3.122  -0.193
C -0.572 1.265 -2.543  -0.172
C 0.389 2.178 -1.796  -0.207
N 1.225 1.530 -0.758  -0.169
C 2.144 2.352 -0.314  -0.043
C 3.379 1.976 0.267  -0.143
C 4.373 2.925 0.625  0.002
C 5.599 2.597 1.190  -0.028
C 5.830 1.222 1.392  -0.012
C 4.862 0.258 1.082  0.022
C 3.614 0.604 0.533  -0.253
O 2.674 -0.351 0.256  -0.251
H 2.580 -0.148 -3.941  0.125
H 3.335 -0.404 -2.335  0.084
H 2.507 1.112 -2.681  0.086
H 1.345 -2.017 -3.840  0.152
H 0.256 -2.457 -2.452  0.114
H 3.203 -2.128 -1.753  0.103
H 2.704 -3.511 -2.740  0.144
H 2.655 -4.069 -0.330  0.142
H 1.081 -4.214 -1.129  0.133
H 0.924 -4.524 1.026  0.159
H -0.140 -5.101 3.027  0.120
H -1.161 -4.560 5.250  0.129
H -1.371 -2.155 5.873  0.127
H -0.604 -0.348 4.201  0.122
H -0.711 -0.753 -3.248  0.124
H 0.484 0.214 -4.124  0.136
H -1.459 0.991 -1.932  0.089
H -0.922 1.836 -3.418  0.135
H -0.165 3.030 -1.350  0.120
H 1.087 2.646 -2.525  0.136
H 2.013 3.429 -0.508  0.160
H 4.122 3.958 0.407  0.123
H 6.365 3.332 1.432  0.126
H 6.787 0.896 1.781  0.123
H 5.007 -0.818 1.242  0.132
N -0.917 1.088 0.717  0.105
C -1.911 1.696 0.813  -0.169
N -2.999 2.392 0.826  -0.070
C -3.100 3.706 0.178  -0.116
C -3.947 3.569 -1.083  -0.176
C -5.343 2.981 -0.823  -0.172
C -5.213 1.692 0.016  -0.170
C -4.283 1.824 1.215  -0.126
H -2.064 4.026 -0.060  0.125
H -3.530 4.453 0.872  0.147
H -3.418 2.979 -1.852  0.113
H -4.092 4.580 -1.475  0.122
H -5.778 2.738 -1.802  0.121
H -6.001 3.711 -0.299  0.132
H -4.916 0.845 -0.623  0.120
H -6.194 1.443 0.419  0.121
H -4.094 0.835 1.670  0.139
H -4.752 2.466 1.984  0.145
N -1.091 -1.299 -0.642  -0.012
C -1.865 -2.154 -0.284  -0.261
N -2.739 -3.006 -0.020  0.139
C -2.727 -3.960 0.896  -0.319
N -2.842 -4.831 1.688  0.162

Properties
- Total charge: +2
- Relative energy (zero: lowest compared OMol25 entry of this formula, charge and spin): 0.0000 eV
- LUMO: -6.93 eV
- Calculated total energy: -48196.385 eV

***

[2]
C12H14S | wB97M-V/def2-TZVPD

Each line ends with the natural charge from an NBO analysis.
Atoms and positions in Å:
C 3.497 0.837 0.054  -0.241
C 3.442 0.100 -1.174  -0.213
C 2.461 0.931 0.826  -0.167
C 2.230 -0.487 -1.452  -0.190
C 0.118 0.723 1.324  -0.199
C -0.199 -0.692 -1.119  -0.490
C 1.137 0.524 0.461  -0.155
C 1.041 -0.284 -0.689  -0.084
C -3.008 -1.514 0.036  -0.529
C -1.200 1.408 0.645  -0.216
C -2.682 -2.866 0.601  -0.680
C -1.166 2.361 -0.362  -0.696
S -1.411 -0.543 0.192  0.765
H 4.326 1.537 0.379  0.215
H 4.314 -0.176 -1.773  0.222
H 2.519 1.510 1.694  0.196
H 2.059 -1.215 -2.253  0.207
H 0.153 0.895 2.371  0.219
H -0.339 -1.536 -1.897  0.255
H -3.766 -0.949 0.494  0.192
H -1.782 1.643 1.581  0.225
H -1.673 -3.244 0.483  0.225
H -3.150 -3.068 1.545  0.195
H -3.205 -3.627 0.014  0.220
H -2.230 2.695 -0.371  0.231
H -0.418 3.216 -0.359  0.246
H -1.067 1.822 -1.252  0.248

Properties
- Relative energy (zero: lowest compared OMol25 entry of this formula, charge and spin): 4.4158 eV
- LUMO (alpha / beta): -0.44 / -0.44 eV
- Calculated total energy: -23498.558 eV

***

[3]
C20H14ClMnN6OS2 | wB97M-V/def2-TZVPD

Each line ends with the Mulliken spin population.
Atoms and positions in Å:
Mn -0.061 0.796 0.088  1.081
Cl 6.748 -1.833 -0.341  0.000
C 5.254 -0.932 -0.203  0.006
C 5.312 0.463 0.010  -0.007
C 4.167 1.187 0.126  0.008
C 2.864 0.582 0.045  -0.008
O 1.840 1.319 0.185  -0.013
C 2.838 -0.834 -0.181  0.017
C 1.634 -1.591 -0.296  -0.030
N 0.429 -1.121 -0.228  0.003
C -0.678 -2.005 -0.320  0.012
C -0.643 -3.368 -0.456  0.002
C -1.840 -4.114 -0.547  -0.002
C -3.058 -3.502 -0.507  0.003
C -3.132 -2.096 -0.364  -0.001
C -4.353 -1.375 -0.335  -0.001
C -4.326 -0.021 -0.219  -0.001
C -3.078 0.641 -0.108  0.004
N -1.940 -0.002 -0.107  -0.019
C -1.945 -1.360 -0.257  -0.002
C 4.053 -1.558 -0.298  -0.009
H 6.279 0.945 0.074  -0.001
H 4.192 2.258 0.281  0.001
H 1.784 -2.661 -0.442  -0.004
H 0.294 -3.903 -0.500  0.001
H -1.775 -5.189 -0.657  0.000
H -3.973 -4.076 -0.587  0.000
H -5.289 -1.915 -0.414  0.000
H -5.231 0.569 -0.206  0.000
H -3.012 1.718 -0.006  0.000
H 4.014 -2.628 -0.467  -0.001
S -0.469 2.172 -1.852  -0.014
C -0.934 3.395 -0.753  -0.005
S -0.838 2.950 0.920  -0.016
C -1.381 4.653 -1.150  0.000
C -1.797 5.624 -0.195  0.000
N -2.154 6.415 0.566  -0.001
C -1.463 5.026 -2.520  0.002
N -1.532 5.328 -3.632  0.000
N 0.698 -0.719 2.816  0.002
N 0.100 0.437 2.218  -0.011
H 1.198 -0.455 3.658  0.000
H 1.382 -1.071 2.157  0.000
H 0.640 1.284 2.380  0.004
H -0.819 0.567 2.624  -0.001

Properties
- 2S+1: 2
- Total charge: -1
- LUMO (alpha / beta): 1.45 / 1.41 eV
- Calculated total energy: -97471.233 eV

***

[4]
C9H15BO | wB97M-V/def2-TZVPD

Each line ends with the natural charge from an NBO analysis.
Atoms and positions in Å:
B 2.078 0.623 0.354  0.789
C 0.672 0.859 -0.518  0.355
C -2.768 0.670 1.452  -0.400
C -2.301 0.119 0.333  0.028
C 1.962 -0.843 0.707  -0.802
C 1.221 -1.473 -0.475  -0.367
C -0.036 -0.565 -0.700  -0.321
C 3.308 1.449 0.010  -1.028
C -3.038 0.163 -1.014  -0.648
C -1.129 -0.755 0.317  -0.435
O 0.181 1.910 -0.974  -0.532
H -2.318 0.508 2.421  0.188
H -3.754 1.193 1.577  0.200
H 2.819 -1.421 1.044  0.230
H 1.269 -0.971 1.498  0.244
H 1.943 -1.520 -1.285  0.213
H 0.842 -2.490 -0.172  0.211
H -0.404 -0.525 -1.693  0.228
H 3.671 2.176 0.832  0.269
H 3.146 2.051 -0.846  0.248
H 4.243 0.915 -0.188  0.247
H -2.393 0.811 -1.746  0.233
H -3.007 -0.853 -1.371  0.203
H -4.074 0.475 -1.042  0.223
H -0.660 -0.750 1.359  0.205
H -1.471 -1.754 0.120  0.219

Properties
- Relative energy (zero: lowest compared OMol25 entry of this formula, charge and spin): 0.0000 eV
- Structure (SMILES): C=C(C)C[C@@H]1CCB(C)C1=O
- LUMO: -0.21 eV
- Calculated total energy: -12298.118 eV

***

[5]
C2H4ClN3O | wB97M-V/def2-TZVPD

Each line ends with the natural charge from an NBO analysis.
Atoms and positions in Å:
C -0.273 0.213 -0.090  -0.548
C -1.191 -0.668 0.449  0.258
N 2.037 -2.000 0.851  -0.068
N 2.083 -1.443 -0.137  0.254
N 2.093 -0.764 -1.155  -0.565
O -1.395 -0.798 1.744  -0.647
Cl -2.032 -1.642 -0.628  0.027
H -0.188 0.452 -1.127  0.207
H 0.340 0.846 0.450  0.205
H 1.608 0.120 -1.076  0.383
H -2.350 -0.993 1.863  0.494

Properties
- Relative energy (zero: lowest compared OMol25 entry of this formula, charge and spin): 2.0285 eV
- LUMO: 0.52 eV
- Calculated total energy: -21175.721 eV

***

[6]
C4H8N2O2S | wB97M-V/def2-TZVPD

Each line ends with the natural charge from an NBO analysis.
Atoms and positions in Å:
C -1.804 -0.444 -0.371  -0.427
C -1.317 0.915 0.024  -0.440
C -0.507 -1.361 -0.533  -0.223
C -0.097 0.567 0.922  -0.269
N 1.843 -0.876 0.259  -0.445
N 0.479 -0.590 0.256  -0.132
O 4.186 0.034 0.305  -0.879
O 2.363 1.658 -0.309  -0.905
S 2.907 0.315 -0.346  1.901
H -2.443 -0.943 0.485  0.215
H -2.422 -0.673 -1.286  0.239
H -0.850 1.762 -0.715  0.233
H -2.076 1.535 0.531  0.232
H -0.522 -2.375 -0.292  0.222
H -0.133 -1.384 -1.659  0.201
H 0.781 1.379 0.800  0.264
H -0.386 0.482 1.929  0.214

Properties
- Relative energy (zero: lowest compared OMol25 entry of this formula, charge and spin): 4.6867 eV
- Structure (SMILES): O=S(=O)=NN1CCCC1
- LUMO (alpha / beta): -1.54 / -1.61 eV
- Calculated total energy: -22183.668 eV

***

[7]
CH7N2O | wB97M-V/def2-TZVPD

Each line ends with the natural charge from an NBO analysis.
Atoms and positions in Å:
O -2.323 -0.313 0.724  -1.282
H -2.886 -0.154 -0.042  0.400
N 0.847 -1.086 -0.722  -0.854
C 1.162 0.211 -0.093  -0.020
N -0.032 0.909 0.235  -0.972
H -0.019 -0.864 -1.216  0.359
H 0.503 -1.685 0.030  0.351
H 1.801 0.749 -0.824  0.116
H 1.839 0.054 0.766  0.113
H -0.975 0.398 0.402  0.456
H 0.083 1.782 0.740  0.335

Properties
- Total charge: -1
- Relative energy (zero: lowest compared OMol25 entry of this formula, charge and spin): 0.5010 eV
- LUMO: 4.66 eV
- Calculated total energy: -6177.837 eV

***

Which of these has the lowest calculated total energy?
C20H14ClMnN6OS2